Entry 1:
Computed, not measured: a 3-piece molecular cluster, C20H33F16NO2Si overall, with ωB97M-V/def2-TZVPD.

```
! wB97M-V def2-TZVPD RIJCOSX def2/J DEFGRID3
* xyz 0 1
C 0.1593 3.0033 3.9158
C -1.1983 3.3752 3.3016
C -1.3678 3.0837 1.7991
C -0.5592 1.9078 1.2541
C -1.0210 1.4669 -0.1313
C -0.0112 0.5444 -0.8341
C 0.5978 1.1420 -2.1054
C 1.9274 0.5011 -2.5225
Si 2.9784 1.6284 -3.5918
C 4.5775 0.7765 -4.1055
C 5.8165 1.6609 -3.9597
N 5.5784 2.9845 -4.5478
H 0.1313 2.0108 4.3672
H 0.4386 3.7053 4.7021
H 0.9661 3.0049 3.1821
H -1.3913 4.4377 3.4647
H -1.9810 2.8479 3.8528
H -2.4289 2.9008 1.6009
H -1.1087 3.9726 1.2152
H -0.6223 1.0552 1.9355
H 0.4968 2.1884 1.1973
H -1.2073 2.3552 -0.7456
H -1.9848 0.9566 -0.0267
H 0.7975 0.2937 -0.1370
H -0.4870 -0.4082 -1.0885
H -0.1122 0.9875 -2.9198
H 0.7100 2.2244 -1.9758
H 1.7446 -0.4385 -3.0543
H 2.5189 0.2374 -1.6366
H 3.2607 2.8435 -2.7811
H 2.1873 2.0504 -4.7715
H 4.6952 -0.1470 -3.5287
H 4.4775 0.4864 -5.1553
H 6.6593 1.2044 -4.4835
H 6.1021 1.7249 -2.9033
H 6.4001 3.3283 -5.0250
H 5.3398 3.6679 -3.8411
C 2.6774 -3.2255 5.2802
C 3.1080 -1.9656 6.0412
C 2.0624 -1.3036 6.9482
F 1.0190 -0.8587 6.2176
F 2.6270 -0.2459 7.5679
F 3.6276 -1.0557 5.1984
F 4.0986 -2.3733 6.8946
O 2.3005 -3.0069 3.9328
C 1.0006 -2.8433 3.5578
C 0.8391 -1.5841 2.6924
F 1.1938 -0.4927 3.3956
F -0.4636 -1.4684 2.3440
F 0.1546 -2.8226 4.6049
F 0.6432 -3.8964 2.7797
H 3.5708 -3.8452 5.2291
H 1.9136 -3.7646 5.8387
H 1.7024 -2.0089 7.7015
H 1.4540 -1.6602 1.7939
C -4.0765 -2.6189 -2.3966
C -3.1068 -1.7627 -3.2187
C -3.1759 -0.2444 -3.0183
F -4.3707 0.2318 -3.4211
F -2.2115 0.3370 -3.7653
F -3.1995 -2.0592 -4.5269
F -1.8526 -2.1132 -2.7894
O -5.2440 -3.0169 -3.0895
C -6.4191 -2.3360 -2.9764
C -6.9970 -2.0182 -4.3644
F -6.1433 -1.2307 -5.0457
F -8.1633 -1.3548 -4.2101
F -6.3046 -1.2202 -2.2326
F -7.3210 -3.1376 -2.3543
H -3.5362 -3.5408 -2.1883
H -4.3054 -2.1308 -1.4502
H -3.0120 0.0143 -1.9683
H -7.1695 -2.9423 -4.9189
*
```

## Properties
HOMO-LUMO gap = 9.8 eV
Electronic energy = -2874.45684 hartree
E_HOMO = -9.370 eV
LUMO energy = 0.47 eV



Entry 2:
Computed, not measured: a 7-piece molecular cluster, C28H62FO15P2S6 overall in a non-equilibrium geometry, with ωB97M-V/def2-TZVPD.

```
! wB97M-V def2-TZVPD RIJCOSX def2/J DEFGRID3
* xyz -1 1
C -2.2107 -0.1367 -2.9120
C -1.9632 1.3960 -2.2978
F -3.0235 1.7009 -1.3193
C -0.4251 1.5656 -1.7763
P -0.1039 1.0436 0.0367
C 1.5411 0.1737 -0.3747
P 1.4681 -1.7088 -0.5902
O 0.1218 -2.3071 -1.1491
O 1.9044 -2.5161 0.8949
O 2.7012 -2.1214 -1.8034
H -1.5666 -0.3293 -3.8686
H -1.8465 -0.8634 -2.0508
H -3.3654 -0.3623 -3.0730
H -2.0851 2.1220 -3.2370
H 0.2366 0.8330 -2.4481
H -0.0087 2.6762 -1.9117
H -0.9126 -0.1394 -0.1754
H 0.0794 0.5783 1.4197
H 0.6618 2.2643 0.3187
H -1.2771 1.7540 0.5332
H 2.2729 0.3841 0.5457
H 2.0911 0.6756 -1.3062
H 1.0339 -2.9046 1.2320
H 2.5693 -1.5287 -2.6150
C 0.6512 -7.5682 1.6241
C 2.1185 -7.2237 1.8752
C 2.1626 -5.8264 2.4913
S 0.6149 -5.6133 3.3579
O -0.1396 -4.5659 2.7023
O 0.8640 -5.6123 4.7856
C -0.0861 -7.1860 2.8989
H 0.5178 -8.6272 1.3849
H 0.2724 -6.9794 0.7802
H 2.5488 -7.9496 2.5758
H 2.7079 -7.2678 0.9540
H 2.9910 -5.7238 3.1968
H 2.2299 -5.0519 1.7224
H -1.1640 -7.0882 2.7589
H 0.1266 -7.8951 3.7045
C 2.2033 -4.7089 8.7774
C 3.1448 -3.5067 8.8283
C 4.4755 -3.9399 8.2154
S 4.0892 -5.2348 7.0467
O 4.6754 -6.4715 7.5190
O 4.3004 -4.7408 5.7006
C 2.3379 -5.2791 7.3733
H 1.1702 -4.4254 8.9986
H 2.5161 -5.4551 9.5175
H 2.7184 -2.6844 8.2409
H 3.2813 -3.1426 9.8514
H 4.9659 -3.1142 7.6937
H 5.1479 -4.3551 8.9712
H 1.9676 -6.3021 7.2877
H 1.8441 -4.6366 6.6383
C -3.7779 7.3799 -0.5333
C -4.3361 6.2746 -1.4284
C -3.2759 5.1783 -1.5187
S -2.3354 5.2666 -0.0023
O -0.9813 5.6664 -0.3228
O -2.6288 4.1023 0.8093
C -3.1926 6.6722 0.6797
H -4.5508 8.0984 -0.2452
H -2.9899 7.9250 -1.0667
H -5.2500 5.8678 -0.9786
H -4.5992 6.6522 -2.4214
H -3.7284 4.1875 -1.6083
H -2.5907 5.3519 -2.3530
H -2.4980 7.2945 1.2465
H -3.9833 6.2959 1.3356
C -0.4404 4.1286 -6.3716
C -0.6269 5.6451 -6.3659
C -2.1246 5.9234 -6.4826
S -2.9524 4.5133 -5.7628
O -3.6840 3.8266 -6.8064
O -3.5715 4.9101 -4.5139
C -1.4768 3.5819 -5.4012
H 0.5742 3.8431 -6.0789
H -0.6257 3.7371 -7.3790
H -0.2478 6.0556 -5.4222
H -0.0718 6.1241 -7.1785
H -2.4091 6.8280 -5.9392
H -2.4367 6.0027 -7.5275
H -1.6669 2.5152 -5.5315
H -1.1948 3.7909 -4.3649
C -0.1066 -0.6098 6.2186
C -1.3319 0.0585 5.5970
C -0.8888 1.4172 5.0570
S 0.8432 1.2529 4.6512
O 1.6065 2.1101 5.5337
O 1.0008 1.2856 3.2108
C 1.0176 -0.4305 5.2093
H -0.2868 -1.6667 6.4359
H 0.1501 -0.1090 7.1598
H -1.7069 -0.5613 4.7734
H -2.1447 0.1677 6.3218
H -1.4473 1.6951 4.1596
H -0.9867 2.2001 5.8141
H 2.0092 -0.5808 5.6395
H 0.8785 -1.0859 4.3443
C 0.6732 -1.4422 -7.6508
C 0.8024 -0.2813 -8.6359
C 0.3968 0.9935 -7.8981
S 0.7647 0.7110 -6.1729
O -0.4800 0.6922 -5.4336
O 1.8863 1.5415 -5.7822
C 1.3327 -0.9671 -6.3647
H 1.1449 -2.3526 -8.0319
H -0.3867 -1.6587 -7.4717
H 1.8444 -0.1995 -8.9684
H 0.1851 -0.4356 -9.5264
H 0.9607 1.8601 -8.2526
H -0.6760 1.1844 -7.9891
H 1.0501 -1.5594 -5.4928
H 2.4218 -0.9421 -6.4666
*
```

## Properties
HOMO-LUMO gap = 4.8 eV
Electronic energy = -5404.20502 hartree
E_HOMO = -2.995 eV
LUMO energy = 1.85 eV



Entry 3:
Computed, not measured: a 3-piece molecular cluster, C17H30NO4S2 overall in a non-equilibrium geometry, with ωB97M-V/def2-TZVPD.

```
! wB97M-V def2-TZVPD RIJCOSX def2/J DEFGRID3
* xyz -1 1
C -3.7079 -2.8258 2.1850
C -3.2175 -2.0313 0.8494
C -2.6893 -3.0059 -0.3002
C -1.1328 -3.3753 -0.2234
C -0.3572 -2.7883 1.0369
N 0.0297 -1.3327 0.8792
C -0.0218 -0.4825 -0.2973
C 0.4682 0.8948 0.2116
C 0.7431 0.7057 1.7559
C 0.4652 -0.7781 2.1687
H -4.0842 -1.9970 2.8920
H -2.8245 -3.3463 2.6958
H -2.5172 -1.1536 1.0874
H -4.1807 -1.5429 0.4384
H -3.3524 -3.9311 -0.3049
H -2.8680 -2.4699 -1.3071
H -0.5645 -3.1091 -1.1862
H -1.0710 -4.5209 -0.1351
H 0.6516 -3.3475 1.0830
H -0.8579 -2.9685 2.0384
H -0.3630 -0.8009 -1.3268
H 0.5523 1.8379 -0.4428
H 1.0849 1.4956 2.4877
H 0.5299 -1.2923 3.1764
C 5.4244 -0.0413 -0.6539
C 4.3895 0.3357 0.4082
C 3.3375 -0.7788 0.4536
S 4.1898 -2.2664 -0.0683
O 3.6234 -2.7052 -1.3236
O 4.3372 -3.1547 1.0641
C 5.7646 -1.4986 -0.3991
H 6.3124 0.5922 -0.5992
H 4.9874 0.0735 -1.6510
H 4.8826 0.4168 1.3827
H 3.9264 1.3011 0.1930
H 2.9406 -0.9118 1.4584
H 2.5186 -0.5922 -0.2420
H 6.2448 -1.9835 -1.2487
H 6.3823 -1.6077 0.4950
C -3.6846 4.3793 -0.8831
C -3.4337 2.9132 -0.5204
C -2.4546 2.3471 -1.5501
S -1.4720 3.7302 -2.1196
O -1.7623 3.9563 -3.5175
O -0.1198 3.5890 -1.6229
C -2.3112 4.9779 -1.1586
H -4.2009 4.9125 -0.0824
H -4.3055 4.4361 -1.7830
H -2.9911 2.8556 0.4789
H -4.3609 2.3373 -0.5010
H -1.7989 1.5941 -1.1102
H -2.9775 1.9278 -2.4112
H -2.3533 5.9122 -1.7178
H -1.7503 5.1186 -0.2322
*
```

## Properties
HOMO-LUMO gap = 3.7 eV
Electronic energy = -1817.62398 hartree
E_HOMO = -1.304 eV
LUMO energy = 2.37 eV



Entry 4:
Computed, not measured: C19H29N3O6 as an isolated structure in a non-equilibrium geometry, with ωB97M-V/def2-TZVPD.

```
! wB97M-V def2-TZVPD RIJCOSX def2/J DEFGRID3
* xyz 0 1
C 5.1905 2.3065 -1.2778
H 6.3464 2.3883 -1.6286
O 5.1844 1.1635 -0.7212
C 3.8453 0.6537 -0.2813
C 2.6795 1.2833 -0.5568
C 1.3742 0.9550 0.1588
C 1.2634 -0.2989 0.9315
C 2.4575 -0.9645 0.7808
C 3.6617 -0.5416 0.2950
O 4.8602 -1.4110 0.5636
C 5.6322 -1.3686 -0.5051
H 6.3121 -0.6618 -0.7195
H 5.1582 -1.8454 -1.5733
H 6.2337 -2.4146 -0.2764
O 2.2067 -2.1603 1.4397
C 3.1071 -3.2003 1.8230
H 4.0940 -2.9950 2.2996
H 2.6349 -4.0087 2.3391
H 3.5890 -3.4528 0.6602
H 0.4075 -0.5158 1.2957
C 0.2227 1.9456 -0.2211
O 0.2191 3.0000 -0.7326
N -0.8690 1.7659 0.5950
H -0.9761 0.9187 1.3495
C -2.0789 2.5836 0.1340
H -1.7160 3.4724 0.1506
H -2.6430 1.8427 -0.4794
C -2.8848 2.4745 1.6188
C -3.3688 0.8142 1.9301
O -2.4604 -0.0081 2.3150
N -4.5272 0.6403 1.3766
H -5.1274 1.2055 0.8387
C -4.9253 -0.8004 1.2720
C -5.0366 -1.3445 -0.2561
N -3.8162 -0.9608 -0.9296
C -2.6395 -1.5709 -0.5249
C -1.3944 -1.3733 -1.5046
H -0.6110 -2.0554 -0.8494
O -1.6456 -1.3800 -2.7094
C -2.7866 -0.4232 -2.9828
H -2.7058 -0.6998 -4.0007
C -4.1113 -0.8660 -2.1367
H -4.8568 -0.2747 -2.6229
H -4.3198 -2.0893 -2.6837
H -2.5073 0.5423 -2.8778
H -0.9607 -0.4299 -1.0528
H -2.3997 -1.7783 0.5470
H -2.7957 -2.9742 -0.7445
H -5.2449 -2.1956 -0.4202
H -5.9476 -0.5754 -0.6576
H -4.2108 -1.4113 1.7409
H -5.9219 -0.9398 1.6433
H -3.6173 3.0059 1.4698
H -2.2568 2.5497 2.6030
H 2.7943 2.3444 -0.7917
H 4.5769 2.4242 -2.0639
H 4.8301 3.0796 -0.7848
*
```

## Properties
HOMO-LUMO gap = 8.8 eV
Energy relative to the best compared isomer or geometry (same formula, charge and spin) = 510.63 kcal per mole
Electronic energy = -1356.41574 hartree
E_HOMO = -8.409 eV
LUMO energy = 0.36 eV



Entry 5:
Computed, not measured: a 2-piece molecular cluster, C19H18Cl3O4 overall in a non-equilibrium geometry, with ωB97M-V/def2-TZVPD.

```
! wB97M-V def2-TZVPD RIJCOSX def2/J DEFGRID3
* xyz -1 1
C -3.7537 -2.7665 0.7666
C -2.9421 -2.2134 -0.3709
O -1.5520 -2.4525 -0.0207
C -0.7414 -1.8835 -0.9261
C 0.7224 -2.0647 -0.4801
C 1.6949 -2.2235 -1.7024
O 1.3049 -2.1338 -2.8431
C 3.1423 -2.4560 -1.2796
C 3.2412 -3.4912 -0.1765
C 2.4197 -3.1444 1.0669
C 0.9466 -3.0520 0.6829
O -1.1317 -1.2855 -1.9040
H -4.8127 -2.6102 0.5554
H -3.5780 -3.8428 0.8830
H -3.5157 -2.2601 1.7096
H -3.1666 -2.7182 -1.3251
H -3.1018 -1.1314 -0.4911
H 3.6891 -2.8205 -2.1514
H 3.5839 -1.4877 -1.0044
H 2.8500 -4.4424 -0.5662
H 4.2935 -3.6633 0.0719
H 2.5327 -3.9540 1.7953
H 2.7316 -2.2056 1.5539
H 0.3182 -2.7451 1.5301
H 0.6115 -4.0327 0.3176
Cl 1.1900 -0.4879 0.0785
C 1.8042 2.8424 1.1770
Cl 3.3964 2.2946 1.4168
C 1.3644 3.1004 -0.2209
O 1.9762 2.6850 -1.2004
C 0.0407 3.8048 -0.3378
C -0.8573 3.8457 0.7776
C -2.1461 4.4204 0.5847
C -2.4834 5.0507 -0.6069
C -1.5918 4.9722 -1.6961
C -0.3885 4.2726 -1.5837
C -0.4685 3.1387 1.9585
Cl -1.6273 2.8587 3.1952
C 0.8292 2.6353 2.1306
H -2.8811 4.4001 1.3931
H -3.4115 5.6364 -0.6810
H -1.8494 5.4546 -2.6398
H 0.2228 4.0774 -2.4684
H 1.0937 2.0789 3.0313
*
```

## Properties
HOMO-LUMO gap = 5.5 eV
Electronic energy = -2416.42167 hartree
E_HOMO = -2.898 eV
LUMO energy = 2.60 eV



Entry 6:
Computed, not measured: a 3-piece molecular cluster, C4H11NO2 overall in a non-equilibrium geometry, with ωB97M-V/def2-TZVPD.

```
! wB97M-V def2-TZVPD RIJCOSX def2/J DEFGRID3
* xyz 0 1
C 0.4903 -1.0055 0.1250
C -0.6891 -1.1918 0.9602
C -1.7611 -0.4381 0.7313
N -3.0358 -0.2597 1.2395
C -3.8580 -1.1784 1.4097
H 0.8309 -2.0918 -0.1199
H 1.4292 -0.7039 0.5926
H 0.5047 -0.4750 -0.8460
H -0.7609 -2.0348 1.5499
H -1.7609 0.4900 0.0025
H -4.0590 -2.0598 0.8678
H -4.5821 -1.2307 2.1464
H -0.2392 4.9236 -4.2299
H -1.5291 4.1124 -4.9772
O -0.8235 4.8160 -5.0937
H 6.9567 -0.0277 1.3751
H 6.0531 -1.0891 2.1003
O 6.8339 -0.5556 2.1664
*
```

## Properties
HOMO-LUMO gap = 9.2 eV
Energy relative to the best compared isomer or geometry (same formula, charge and spin) = 97.64 kcal per mole
Electronic energy = -364.11257 hartree
E_HOMO = -8.472 eV
LUMO energy = 0.68 eV



Entry 7:
Computed, not measured: C19H31N5O4S as an isolated structure, with ωB97M-V/def2-TZVPD.

```
! wB97M-V def2-TZVPD RIJCOSX def2/J DEFGRID3
* xyz 0 1
C -3.7236 -1.5808 2.4064
C -2.4957 -1.2734 3.2544
C -1.2034 -1.2098 2.4399
H -0.3549 -1.1431 3.1263
H -1.0926 -2.1320 1.8720
C -1.1447 0.0183 1.5222
N 0.2301 0.4132 1.1878
C 1.1192 -0.5147 0.7428
O 0.7536 -1.6808 0.5213
C 2.5240 -0.1991 0.5481
C 3.4503 -1.1730 0.1335
N 3.1934 -2.4375 -0.2105
H 2.2578 -2.7837 -0.0584
H 3.9897 -3.0260 -0.4165
C 4.7655 -0.6121 0.0983
N 4.8433 0.6564 0.4434
S 3.4078 1.2807 0.8155
C 5.9682 -1.3831 -0.2673
O 5.9288 -2.5685 -0.5617
N 7.1070 -0.6642 -0.2401
H 7.0693 0.3076 0.0148
H 7.9819 -1.1033 -0.4695
C 0.4909 1.8320 1.1259
H 1.4030 2.0744 1.6800
H -0.3310 2.3530 1.6178
C 0.6403 2.3613 -0.3255
C -0.6236 3.0505 -0.8439
H -1.5368 2.5857 -0.4811
H -0.6268 3.0314 -1.9345
C -0.4199 4.4794 -0.3470
H -0.9607 5.2138 -0.9383
H -0.7297 4.5725 0.6942
C 1.0964 4.6409 -0.4719
H 1.5253 5.2668 0.3160
O 1.6635 3.3397 -0.3809
H 1.3710 5.0662 -1.4451
H 0.9457 1.5263 -0.9679
H -1.5683 0.8575 2.0842
C -1.9909 -0.0822 0.2352
O -2.8092 0.7866 -0.0232
N -1.7150 -1.1441 -0.5217
H -0.9072 -1.6966 -0.2430
C -2.2889 -1.4208 -1.8371
C -1.9291 -0.2857 -2.8011
H -2.3511 0.6479 -2.4398
H -0.8482 -0.1789 -2.8709
H -2.3259 -0.4918 -3.7913
C -1.6818 -2.7382 -2.3162
H -0.5993 -2.6551 -2.3862
H -1.9247 -3.5416 -1.6244
H -2.0728 -2.9967 -3.2966
C -3.8086 -1.5479 -1.7114
H -4.2248 -0.6188 -1.3334
H -4.0645 -2.3503 -1.0234
H -4.2479 -1.7628 -2.6816
H -2.3808 -2.0559 4.0083
H -2.6451 -0.3284 3.7819
H -3.9148 -0.7844 1.6938
H -4.6012 -1.6875 3.0402
H -3.5823 -2.5093 1.8575
*
```

## Properties
HOMO-LUMO gap = 8.1 eV
Energy relative to the best compared isomer or geometry (same formula, charge and spin) = 1.52 kcal per mole
Electronic energy = -1715.60751 hartree
E_HOMO = -8.169 eV
LUMO energy = -0.06 eV



Entry 8:
Computed, not measured: C28H29BF4MgN3O4Se2 as an isolated structure in a non-equilibrium geometry, with ωB97M-V/def2-TZVPD.

```
! wB97M-V def2-TZVPD RIJCOSX def2/J DEFGRID3
* xyz -1 1
Mg 0.0218 -0.7277 0.2012
C -0.3320 2.6785 3.4810
O -0.7695 1.3295 3.9466
C -0.7105 0.5559 2.8411
N -0.1013 1.0314 1.7752
C 0.2700 2.4296 2.0701
C 1.7487 2.6643 2.0056
C 2.5701 1.8858 2.8289
C 3.9124 2.0105 2.8865
C 4.5784 2.9115 2.0676
C 3.7865 3.7893 1.3028
C 2.3833 3.6722 1.2711
C -1.0836 -0.8316 3.0262
C -1.3510 -1.5198 4.2514
C -1.5502 -2.8896 4.3332
C -1.4621 -3.5790 3.1100
C -1.2733 -2.8770 1.9164
N -1.0854 -1.5647 1.8820
C -1.1877 -3.4599 0.5542
N -0.6542 -2.8288 -0.4497
C -1.0105 -3.5794 -1.7245
C -1.5424 -4.9226 -1.1540
O -1.8486 -4.6405 0.2412
C 0.1078 -3.7548 -2.6588
C -0.0848 -4.1224 -3.9500
C 0.9943 -4.3939 -4.7953
C 2.2848 -4.2378 -4.3744
C 2.4628 -3.8525 -2.9987
C 1.4315 -3.6991 -2.1533
H 0.3097 3.0547 4.2378
H -1.2271 3.2602 3.3458
H -0.1053 3.1966 1.3861
H 2.0894 1.1133 3.4988
H 4.5123 1.3258 3.5049
H 5.6584 2.9514 2.0236
H 4.2591 4.6615 0.7600
H 1.7560 4.2529 0.6301
H -1.4671 -0.9224 5.1790
H -1.6972 -3.3712 5.3158
H -1.6644 -4.6270 3.0586
H -1.8246 -3.0006 -2.2191
H -0.7899 -5.7283 -1.1479
H -2.4056 -5.2291 -1.6660
H -1.1025 -4.1293 -4.3050
H 0.7313 -4.7566 -5.7852
H 3.0803 -4.4320 -5.0563
H 3.4155 -3.7143 -2.5407
H 1.6302 -3.5470 -1.0856
O -1.9206 5.3457 -1.4375
C -2.6971 4.1985 -1.1423
C -2.1041 2.8721 -1.6925
C -2.1969 2.9816 -3.2676
O -1.5901 4.1027 -3.9258
C -0.6331 2.6754 -1.3136
Se -0.0905 0.9177 -1.9457
C -3.0381 1.7330 -1.2440
Se -2.2551 -0.0685 -1.4190
H -2.2220 6.1174 -0.9207
H -3.6959 4.2583 -1.5473
H -2.8522 4.1048 -0.0328
H -3.2997 2.9063 -3.4709
H -1.6830 2.1628 -3.7454
H -1.9129 4.9523 -3.5425
H -0.3757 2.7953 -0.2326
H -0.0605 3.4097 -1.8620
H -3.9600 1.6369 -1.8519
H -3.2732 1.8440 -0.1536
F 2.1852 -1.9818 1.8357
B 2.8629 -1.3460 0.7925
F 1.9647 -0.7158 -0.1527
F 3.5343 -2.3476 -0.0017
F 3.6498 -0.3906 1.4058
*
```

## Properties
HOMO-LUMO gap (alpha / beta) = 4.9 / 4.1 eV
Energy relative to the best compared isomer or geometry (same formula, charge and spin) = 47.59 kcal per mole
Electronic energy = -6977.21026 hartree
E_HOMO (alpha / beta) = -2.701 / -1.896 eV
LUMO energy (alpha / beta) = 2.21 / 2.20 eV